5 unconnected molecules or ions with the total composition C17H23Cl10FNO4, computed with ωB97M-V/def2-TZVPD.

Cartesian coordinates (Å):
Cl1 2.190 -2.612 0.378
Cl2 -4.886 2.365 3.302
Cl3 2.548 -7.172 2.710
Cl4 7.137 -5.049 -1.867
Cl5 -4.936 2.245 -3.141
Cl6 1.737 -1.430 -2.248
Cl7 3.791 -5.966 0.365
Cl8 7.590 -6.231 0.759
Cl9 -3.363 3.960 5.208
Cl10 -2.108 2.849 -4.848
F1 -2.025 2.602 1.708
O1 1.983 1.443 -3.274
O2 2.006 2.605 -2.633
O3 0.879 4.181 -4.106
O4 -4.940 -0.637 0.946
N1 -3.377 2.410 -0.567
C1 -0.585 3.066 -2.192
C2 -4.861 3.839 4.277
C3 -4.983 0.389 -0.233
C4 -3.376 2.491 -2.102
C5 1.229 0.595 0.293
C6 -3.629 -0.681 -0.046
C7 -0.189 -0.199 0.688
C8 0.748 3.321 0.292
C9 0.782 3.364 -3.052
C10 -1.998 2.802 -2.982
C11 1.400 2.030 1.066
C12 3.732 -5.994 2.132
C13 2.181 -2.896 -1.366
C14 7.581 -6.515 -0.985
C15 -2.082 2.661 0.201
C16 -0.634 3.012 -0.535
C17 -4.634 2.082 0.207
H1 -0.577 0.099 1.759
H2 -4.496 1.983 1.365
H3 -5.708 3.824 4.966
H4 3.179 -3.212 -1.680
H5 2.104 -0.105 0.666
H6 3.453 -5.002 2.494
H7 2.573 2.239 1.126
H8 -3.741 -1.797 -0.381
H9 1.597 3.830 -0.362
H10 1.265 0.665 -0.876
H11 -5.594 2.657 -0.133
H12 1.029 2.019 2.188
H13 4.719 -6.263 2.517
H14 -0.950 0.109 -0.172
H15 2.555 0.786 -2.770
H16 0.493 4.120 1.141
H17 6.856 -7.301 -1.214
H18 -5.751 0.190 -1.204
H19 8.579 -6.831 -1.299
H20 -4.939 4.705 3.615
H21 1.456 -3.682 -1.595
H22 -0.037 -1.365 0.573
H23 -2.971 -0.594 0.921

Calculated total energy (Eh): -5718.0829
Net charge: +1
HOMO (eV): -12.36

Results of the Löwdin charge analysis, in e, for atoms 1 through 6:
1. Cl 0.57
2. Cl 0.62
3. Cl 0.51
4. Cl 0.49
5. Cl 0.61
6. Cl 0.62